{
  "formula": "C2H9NS",
  "method": "ωB97M-V/def2-TZVPD",
  "e_homo_ev": -8.491,
  "energy_ha": -534.452564,
  "homo_lumo_gap_ev": 9.52,
  "smiles": "[H][H].C1CS1.N",
  "symbols": ["H", "H", "C", "C", "S", "H", "H", "H", "H", "N", "H", "H", "H"],
  "coordinates": [[-1.658, 2.199, -0.016], [-2.147, 2.177, 0.537], [0.581, 0.342, 1.257], [0.986, -1.089, 1.348], [2.331, 0.159, 1.410], [0.228, 0.797, 0.315], [0.150, 0.890, 2.112], [1.117, -1.635, 0.415], [0.418, -1.657, 2.064], [-0.302, -0.441, -2.187], [-1.210, -0.220, -1.801], [-0.455, -1.436, -2.360], [-0.038, -0.086, -3.095]]
}

{
  "formula": "C7H7BrN2",
  "method": "ωB97M-V/def2-TZVPD",
  "e_homo_ev": -8.816,
  "energy_ha": -2954.345629,
  "homo_lumo_gap_ev": 8.47,
  "smiles": "[H]/N=C1\\C=CC=C[C@]12CN2Br",
  "symbols": ["H", "N", "C", "C", "C", "C", "C", "C", "C", "N", "Br", "H", "H", "H", "H", "H", "H"],
  "coordinates": [[0.360, 2.872, -0.777], [-0.047, 2.022, -1.161], [-0.253, 1.119, -0.273], [0.233, 1.271, 1.103], [0.870, 0.258, 1.708], [0.961, -1.032, 1.070], [0.236, -1.295, -0.022], [-0.733, -0.303, -0.553], [-1.627, -0.698, -1.663], [-2.096, -0.957, -0.320], [-3.480, 0.112, 0.343], [0.196, 2.261, 1.534], [1.344, 0.393, 2.669], [1.604, -1.781, 1.505], [0.213, -2.276, -0.471], [-2.084, 0.101, -2.236], [-1.408, -1.590, -2.237]]
}

{
  "formula": "C5H6O",
  "method": "ωB97M-V/def2-TZVPD",
  "e_homo_ev": -9.489,
  "energy_ha": -269.213412,
  "homo_lumo_gap_ev": 10.25,
  "smiles": "C#CCCC=O",
  "symbols": ["C", "C", "C", "C", "C", "O", "H", "H", "H", "H", "H", "H"],
  "coordinates": [[2.815, -0.141, -0.287], [1.677, 0.296, -0.378], [0.266, 0.251, -0.591], [-0.630, -0.080, 0.639], [-2.085, -0.240, 0.262], [-2.513, -0.038, -0.848], [3.684, 0.272, 0.159], [0.733, -0.458, -1.376], [-0.254, 0.926, -1.268], [-0.306, -0.968, 1.195], [-0.614, 0.726, 1.410], [-2.773, -0.547, 1.082]]
}

{
  "formula": "C27H26N4O4",
  "method": "ωB97M-V/def2-TZVPD",
  "e_homo_ev": -8.833,
  "energy_ha": -1564.360604,
  "homo_lumo_gap_ev": 8.24,
  "smiles": "Cc1ccc(CNC(=O)[C@]23CN(Cc4ccccc4)C[C@H]2C(c2cccc([N+](=O)[O-])c2)=NO3)cc1",
  "symbols": ["C", "C", "C", "C", "C", "C", "N", "C", "O", "C", "C", "N", "C", "C", "C", "C", "C", "C", "C", "C", "C", "C", "C", "C", "C", "C", "C", "N", "O", "O", "C", "N", "O", "C", "C", "H", "H", "H", "H", "H", "H", "H", "H", "H", "H", "H", "H", "H", "H", "H", "H", "H", "H", "H", "H", "H", "H", "H", "H", "H", "H"],
  "coordinates": [[7.753, 0.109, -0.472], [6.538, -0.642, -0.019], [6.480, -2.026, -0.124], [5.367, -2.725, 0.309], [4.290, -2.055, 0.869], [3.047, -2.785, 1.310], [1.922, -2.400, 0.480], [1.008, -1.501, 0.873], [0.910, -1.050, 1.995], [0.097, -1.035, -0.265], [0.783, 0.086, -1.060], [-0.304, 0.964, -1.439], [0.096, 2.246, -2.001], [0.927, 3.094, -1.071], [2.311, 2.957, -1.040], [3.070, 3.672, -0.129], [2.455, 4.533, 0.763], [1.079, 4.686, 0.732], [0.322, 3.970, -0.178], [-1.201, 1.019, -0.300], [-1.243, -0.433, 0.191], [-2.194, -1.332, -0.560], [-3.640, -1.234, -0.523], [-4.419, -2.051, -1.350], [-5.799, -1.974, -1.326], [-6.435, -1.080, -0.481], [-5.660, -0.268, 0.338], [-6.309, 0.674, 1.218], [-7.520, 0.655, 1.268], [-5.604, 1.431, 1.850], [-4.274, -0.336, 0.331], [-1.596, -2.227, -1.248], [-0.252, -2.140, -1.124], [4.345, -0.670, 0.978], [5.454, 0.026, 0.538], [8.225, -0.388, -1.316], [7.497, 1.127, -0.757], [8.481, 0.159, 0.338], [7.314, -2.562, -0.554], [5.340, -3.801, 0.214], [3.187, -3.867, 1.251], [2.784, -2.507, 2.335], [1.917, -2.699, -0.483], [1.530, 0.579, -0.415], [1.280, -0.308, -1.950], [0.656, 2.029, -2.915], [-0.823, 2.772, -2.275], [2.799, 2.295, -1.742], [4.144, 3.557, -0.118], [3.046, 5.088, 1.476], [0.594, 5.363, 1.420], [-0.751, 4.101, -0.204], [-0.820, 1.661, 0.510], [-2.177, 1.386, -0.623], [-1.379, -0.499, 1.273], [-3.912, -2.742, -2.004], [-6.386, -2.612, -1.969], [-7.510, -0.997, -0.445], [-3.717, 0.305, 0.996], [3.512, -0.140, 1.416], [5.480, 1.102, 0.632]]
}

{
  "formula": "C5H5NO4",
  "method": "ωB97M-V/def2-TZVPD",
  "e_homo_ev": -9.380,
  "energy_ha": -549.061057,
  "homo_lumo_gap_ev": 9.16,
  "smiles": "COc1ccoc1[N+](=O)[O-]",
  "symbols": ["C", "O", "C", "C", "C", "O", "C", "N", "O", "O", "H", "H", "H", "H", "H"],
  "coordinates": [[-0.046, -0.182, 1.612], [-0.210, 1.044, 1.124], [-0.417, 1.212, -0.208], [-0.014, 0.447, -1.389], [-0.368, 1.236, -2.500], [-0.884, 2.361, -2.119], [-0.940, 2.421, -0.780], [-1.489, 3.578, -0.141], [-1.646, 3.566, 1.048], [-1.800, 4.492, -0.890], [-0.490, -1.008, 1.051], [-0.613, -0.155, 2.519], [0.974, -0.562, 1.767], [0.507, -0.570, -1.419], [-0.271, 0.927, -3.639]]
}